Entry 1:
A gas-phase ion, C9H16N (charge +1). Source: the Open Molecules 2025 dataset; level of theory: the ωB97M-V functional and the def2-TZVPD basis.

- SMILES = C/C=C1/[C@@]2(C)[C@@H](C)[N@@+]12CC
- orbital gap (hartree) = 0.41551
- 2S+1 = 1
- energy above the lowest of the compared OMol25 structures with the same formula, charge and spin (kcal/mol) = 113.9
- charge = +1
- calculated total energy (Ha) = -406.867967

Last columns: bonded neighbours and bond lengths (Å).
CARTESIAN COORDINATES (ANGSTROEM)
1 N 0.251 -0.153 -0.167  C3 1.485, C6 1.521, C7 1.456, C10 1.473
2 C 1.843 1.448 -1.542  C6 1.480, H11 1.018, H14 1.182, H15 1.211
3 C 1.355 0.071 0.799  N1 1.485, C5 1.511, C6 1.522, H19 1.165
4 C -2.685 0.817 0.073  C9 1.451, H18 1.034, H20 1.009, H23 1.081
5 C 1.078 0.101 2.284  C3 1.511, H16 1.009, H17 1.057, H22 1.165
6 C 1.114 1.091 -0.305  N1 1.521, C2 1.480, C3 1.522, C7 1.470
7 C -0.340 1.176 -0.112  N1 1.456, C6 1.470, C9 1.328
8 C -0.580 -2.522 -0.161  C10 1.523, H12 1.011, H24 1.071, H25 1.074
9 C -1.553 1.716 -0.059  C4 1.451, C7 1.328, H13 1.035
10 C 0.146 -1.417 -0.916  N1 1.473, C8 1.523, H21 1.033, H26 1.034
11 H 1.379 1.178 -2.407  C2 1.018
12 H -1.280 -2.230 0.508  C8 1.011
13 H -1.786 2.723 -0.024  C9 1.035
14 H 1.933 2.626 -1.594  C2 1.182
15 H 2.975 1.019 -1.577  C2 1.211
16 H 1.193 -0.853 2.596  C5 1.009
17 H 1.912 0.607 2.691  C5 1.057
18 H -2.672 0.010 -0.573  C4 1.034
19 H 2.229 -0.694 0.717  C3 1.165
20 H -3.548 1.294 -0.142  C4 1.009
21 H -0.357 -1.063 -1.745  C10 1.033
22 H 0.003 0.538 2.376  C5 1.165
23 H -2.903 0.439 1.061  C4 1.081
24 H 0.237 -3.043 0.296  C8 1.071
25 H -1.034 -3.276 -0.777  C8 1.074
26 H 1.088 -1.602 -1.300  C10 1.034

***

Entry 2:
2 unconnected molecules or ions with the total composition C9H16N. Source: the Open Molecules 2025 dataset; level of theory: the ωB97M-V functional and the def2-TZVPD basis.

- orbital gap (hartree) = 0.35956
- 2S+1 = 1
- energy above the lowest of the compared OMol25 structures with the same formula, charge and spin (kcal/mol) = 15.4
- charge = +1
- calculated total energy (Ha) = -407.025068

Last columns: bonded neighbours and bond lengths (Å).
CARTESIAN COORDINATES (ANGSTROEM)
1 N -0.575 2.056 0.417  C5 1.492, H15 1.034, H18 1.020, H25 1.046
2 C 1.627 2.797 -0.438  C5 1.526, H14 1.120, H20 1.104, H22 1.084
3 C -0.041 -1.635 0.989  C7 1.393, C9 1.383, H26 1.084
4 C -0.189 -0.921 -1.331  C7 1.365, C8 1.424, H13 1.083
5 C 0.901 1.860 0.523  N1 1.492, C2 1.526, H19 1.099, H21 1.094
6 C -2.139 -0.570 0.234  C8 1.386, C9 1.429, H17 1.083
7 C 0.488 -1.487 -0.291  C3 1.393, C4 1.365, C10 1.513
8 C -1.513 -0.513 -1.002  C4 1.424, C6 1.386, H16 1.101
9 C -1.310 -1.150 1.244  C3 1.383, C6 1.429, H24 1.102
10 C 1.910 -1.992 -0.398  C7 1.513, H11 1.088, H12 1.104, H23 1.092
11 H 1.872 -2.946 0.123  C10 1.088
12 H 2.393 -2.004 -1.391  C10 1.104
13 H 0.062 -0.895 -2.385  C4 1.083
14 H 1.895 3.744 0.099  C2 1.120
15 H -1.072 1.573 1.183  N1 1.034
16 H -2.020 -0.171 -1.918  C8 1.101
17 H -3.194 -0.370 0.377  C6 1.083
18 H -1.002 1.696 -0.437  N1 1.020
19 H 1.121 0.784 0.523  C5 1.099
20 H 2.605 2.335 -0.659  C2 1.104
21 H 1.075 2.291 1.513  C5 1.094
22 H 1.041 2.949 -1.338  C2 1.084
23 H 2.637 -1.361 0.118  C10 1.092
24 H -1.640 -1.333 2.280  C9 1.102
25 H -0.841 3.067 0.416  N1 1.046
26 H 0.529 -2.130 1.767  C3 1.084

***

Entry 3:
A gas-phase ion, C9H16N (charge +1). Source: the Open Molecules 2025 dataset; level of theory: the ωB97M-V functional and the def2-TZVPD basis.

- orbital gap (alpha / beta) (hartree) = 0.30136 / 0.31716
- 2S+1 = 1
- energy above the lowest of the compared OMol25 structures with the same formula, charge and spin (kcal/mol) = 107.5
- charge = +1
- calculated total energy (Ha) = -406.878186

Last columns: bonded neighbours and bond lengths (Å).
CARTESIAN COORDINATES (ANGSTROEM)
1 N -0.612 1.564 0.207  C4 1.450, C5 1.475, C9 1.488, H15 1.029
2 C 1.224 -0.074 -0.683  C4 1.473, C7 1.543, H18 1.086, H23 1.098
3 C -1.068 -1.906 -0.943  C10 1.285, H13 1.059
4 C 0.309 0.451 0.344  N1 1.450, C2 1.473, C8 1.492
5 C -0.262 2.474 -0.899  N1 1.475, H14 1.088, H19 1.087, H25 1.088
6 C 1.235 -1.555 1.250  C7 1.550, C8 1.545, H12 1.089, H24 1.089
7 C 1.317 -1.565 -0.298  C2 1.543, C6 1.550, C10 1.514, H21 1.089
8 C 0.526 -0.241 1.647  C4 1.492, C6 1.545, H17 1.093, H26 1.099
9 C -2.028 1.123 0.084  N1 1.488, H16 1.088, H20 1.088, H22 1.090
10 C 0.143 -2.328 -0.874  C3 1.285, C7 1.514, H11 1.092
11 H 0.425 -3.323 -1.226  C10 1.092
12 H 2.237 -1.595 1.674  C6 1.089
13 H -2.073 -2.134 -1.191  C3 1.059
14 H -0.926 3.336 -0.888  C5 1.088
15 H -0.558 2.103 1.082  N1 1.029
16 H -2.307 0.548 0.964  C9 1.088
17 H -0.407 -0.434 2.184  C8 1.093
18 H 0.906 0.068 -1.712  C2 1.086
19 H 0.764 2.819 -0.794  C5 1.087
20 H -2.119 0.481 -0.791  C9 1.088
21 H 2.252 -2.016 -0.629  C7 1.089
22 H -2.696 1.978 -0.009  C9 1.090
23 H 2.235 0.342 -0.575  C2 1.098
24 H 0.691 -2.427 1.610  C6 1.089
25 H -0.372 1.963 -1.852  C5 1.088
26 H 1.164 0.349 2.319  C8 1.099

***

Entry 4:
A single C9H16N2O4 molecule. Source: the Open Molecules 2025 dataset; level of theory: the ωB97M-V functional and the def2-TZVPD basis.

- SMILES = C[C@@H](O)[C@H](N)C(=O)N1CCC[C@H]1C(=O)O
- orbital gap (hartree) = 0.37773
- 2S+1 = 1
- energy above the lowest of the compared OMol25 structures with the same formula, charge and spin (kcal/mol) = 9.3
- charge = 0
- calculated total energy (Ha) = -763.045433

Last columns: bonded neighbours and bond lengths (Å).
CARTESIAN COORDINATES (ANGSTROEM)
1 O 0.334 0.541 -1.675  C12 1.244
2 O -2.007 1.661 -2.063  C7 1.323, H22 0.979
3 O -3.839 1.276 -0.945  C7 1.225
4 O 3.798 0.647 0.626  C14 1.453, H29 0.974
5 N -0.861 -0.329 0.020  C9 1.454, C12 1.343, C15 1.519
6 N 2.024 -1.401 0.443  C13 1.468, H18 1.027, H25 1.041
7 C -2.727 0.881 -1.273  O2 1.323, O3 1.225, C15 1.611
8 C 2.283 2.385 -0.173  C14 1.531, H24 1.090, H28 1.093, H30 1.113
9 C -0.977 -0.912 1.347  N5 1.454, C11 1.518, H20 1.091, H26 1.077
10 C -2.977 -1.352 0.165  C11 1.563, C15 1.541, H27 1.092, H31 1.098
11 C -1.982 -2.034 1.160  C9 1.518, C10 1.563, H21 1.103, H23 1.088
12 C 0.296 0.094 -0.515  O1 1.244, N5 1.343, C13 1.514
13 C 1.553 -0.016 0.323  N6 1.468, C12 1.514, C14 1.529, H17 1.109
14 C 2.648 0.899 -0.225  O4 1.453, C8 1.531, C13 1.529, H16 1.103
15 C -2.112 -0.536 -0.815  N5 1.519, C7 1.611, C10 1.541, H19 1.115
16 H 2.798 0.559 -1.264  C14 1.103
17 H 1.253 0.344 1.329  C13 1.109
18 H 2.965 -1.414 0.854  N6 1.027
19 H -1.860 -1.069 -1.761  C15 1.115
20 H -1.314 -0.200 2.102  C9 1.091
21 H -2.514 -2.314 2.085  C11 1.103
22 H -1.100 1.291 -2.104  O2 0.979
23 H -1.543 -2.935 0.736  C11 1.088
24 H 3.179 2.974 -0.373  C8 1.090
25 H 2.211 -1.863 -0.471  N6 1.041
26 H -0.007 -1.290 1.623  C9 1.077
27 H -3.565 -2.030 -0.456  C10 1.092
28 H 1.912 2.675 0.814  C8 1.093
29 H 4.274 1.483 0.777  O4 0.974
30 H 1.553 2.679 -0.959  C8 1.113
31 H -3.698 -0.693 0.667  C10 1.098